No. 1
A 2-piece molecular cluster, C5H12N2 overall at a distorted geometry, computed with ωB97M-V/def2-TZVPD.

Geometry as XYZ:
```
19
C5H12N2 | the Open Molecules 2025 dataset | ωB97M-V/def2-TZVPD
C -1.2038 0.1300 -0.7207
C -2.5631 -0.4290 -0.2132
C 1.6506 1.9370 -1.0659
C 2.7484 1.5387 -0.4267
N -0.0116 -0.7026 -0.4796
C 0.4253 -1.0366 0.9784
N -0.5971 -1.1572 1.9025
H -1.2568 0.3283 -1.8077
H -1.0511 1.1316 -0.2598
H -3.2293 0.4510 -0.1594
H -2.8914 -1.2300 -0.8868
H 1.3773 1.3041 -1.8803
H 3.4206 2.2750 0.0304
H 2.8515 0.4797 -0.1843
H 0.7809 -0.2738 -0.9139
H 0.9264 -1.9899 0.7956
H 1.1104 -0.1904 1.2145
H -0.4899 -1.9633 2.4953
H -2.3131 -0.7624 0.7949
```

Summary:
Net charge: -1
E_LUMO (alpha / beta) (eV): 3.906 / 2.373
ΔE to the lowest compared entry with this formula, charge and spin (kcal/mol): 98.91
⟨S²⟩: 0.758
Kohn-Sham gap (alpha / beta) (eV): 5.261 / 3.725
Electronic energy (eV): -8354.0196
Spin multiplicity: 2


No. 2
A single C5H12N2 molecule at a distorted geometry, computed with ωB97M-V/def2-TZVPD.

Geometry as XYZ:
```
19
C5H12N2 | the Open Molecules 2025 dataset | ωB97M-V/def2-TZVPD
C 0.3913 1.7904 -0.9433
C 0.5428 0.2570 -0.9840
C -0.5146 -0.6033 -0.2773
C -0.3758 -0.5205 1.2277
C -1.3043 0.1683 1.9179
N 0.8091 -1.0723 1.7948
N 0.3749 -0.1395 -2.4162
H -0.6866 2.0399 -0.9665
H 0.7577 2.3494 -1.8153
H 0.7808 2.1587 0.0254
H 1.5602 -0.0128 -0.6998
H -0.4139 -1.6745 -0.6045
H -1.4977 -0.2822 -0.5789
H -1.0143 0.5965 2.8826
H -2.3949 0.0875 1.8774
H 0.5637 -1.1159 2.7875
H 1.0583 -2.0028 1.4885
H -0.5945 -0.2286 -2.6547
H 1.1120 0.0984 -3.0499
```

Summary:
E_LUMO (eV): 1.029
ΔE to the lowest compared entry with this formula, charge and spin (kcal/mol): 45.37
SMILES string: C=C(N)C[C@H](C)N
Kohn-Sham gap (eV): 9.107
Electronic energy (eV): -8358.1689
Spin multiplicity: 1


No. 3
A single C5H12N2 molecule at a distorted geometry, computed with ωB97M-V/def2-TZVPD.

Geometry as XYZ:
```
19
C5H12N2 | the Open Molecules 2025 dataset | ωB97M-V/def2-TZVPD
C -1.5554 0.8162 0.2552
C -0.8432 -0.4338 0.8524
C 0.3766 -0.7285 0.0277
C 0.6028 -1.8423 -0.6699
C 2.0642 0.7274 0.9285
N 1.2188 0.4245 -0.2323
N -1.9408 0.8067 -1.1559
H -0.8721 1.6408 0.4460
H -2.4772 1.0334 0.8029
H -1.5693 -1.2480 0.7795
H -0.6630 -0.2625 1.9132
H -0.1560 -2.6101 -0.8050
H 1.2928 -1.8680 -1.5100
H 1.4721 1.2433 1.6854
H 2.7050 -0.1136 1.1858
H 2.7278 1.5597 0.6483
H 1.7594 0.1876 -1.0544
H -2.0450 -0.1539 -1.4762
H -1.1583 1.1693 -1.6974
```

Summary:
E_LUMO (eV): 1.002
ΔE to the lowest compared entry with this formula, charge and spin (kcal/mol): 35.69
SMILES string: C=C(CCN)NC
Kohn-Sham gap (eV): 9.880
Electronic energy (eV): -8358.5887
Spin multiplicity: 1


No. 4
A single C5H12N2 molecule at a distorted geometry, computed with ωB97M-V/def2-TZVPD.

Geometry as XYZ:
```
19
C5H12N2 | the Open Molecules 2025 dataset | ωB97M-V/def2-TZVPD
C -1.0292 0.0103 1.7600
C 1.4796 -1.2785 -0.3003
C 2.0807 1.0367 -0.5373
C -2.6238 0.1123 -0.1478
N 1.1224 0.0945 -0.0025
C -1.2461 0.1866 0.4538
N -0.2297 0.4705 -0.4367
H -0.4364 0.2314 -1.4082
H -1.8424 -0.1929 2.4328
H -0.0487 0.0955 2.1895
H 2.4496 -1.5015 0.1431
H 0.7343 -1.9390 0.1413
H 1.5375 -1.4726 -1.3841
H 3.0530 0.8555 -0.0801
H 1.7517 2.0440 -0.2910
H 2.1871 0.9557 -1.6310
H -3.2046 0.9911 0.1276
H -3.1603 -0.7665 0.2055
H -2.5747 0.0669 -1.2347
```

Summary:
E_LUMO (eV): 0.998
ΔE to the lowest compared entry with this formula, charge and spin (kcal/mol): 46.26
SMILES string: C=C(C)NN(C)C
Kohn-Sham gap (eV): 8.895
Electronic energy (eV): -8358.1301
Spin multiplicity: 1


No. 5
A single C5H12N2 molecule at a distorted geometry, computed with ωB97M-V/def2-TZVPD.

Geometry as XYZ:
```
19
C5H12N2 | the Open Molecules 2025 dataset | ωB97M-V/def2-TZVPD
C 0.8909 0.7219 -0.0408
C 2.0593 0.0166 0.6494
C -0.5084 -1.4052 0.7535
C -0.4978 -0.0382 0.1492
N 1.1083 0.8990 -1.4655
N -2.8683 0.1021 -0.5061
C -1.5247 0.6366 -0.3317
H 0.8014 1.7302 0.3870
H 1.8959 1.5022 -1.6750
H 1.1640 0.0036 -1.9380
H -3.6048 0.7629 -0.3011
H -3.0582 -0.7723 -0.0351
H -1.4106 1.5953 -0.8122
H 2.2082 -0.9826 0.2433
H 2.9754 0.5870 0.4890
H 1.8929 -0.0629 1.7204
H 0.0807 -2.1003 0.1536
H -0.0851 -1.3922 1.7572
H -1.5191 -1.8037 0.8031
```

Summary:
E_LUMO (eV): 1.024
ΔE to the lowest compared entry with this formula, charge and spin (kcal/mol): 21.93
SMILES string: C/C(=C\N)[C@@H](C)N
Kohn-Sham gap (eV): 8.901
Electronic energy (eV): -8359.1853
Spin multiplicity: 1


No. 6
C5H12N2 as an isolated structure at a distorted geometry, computed with ωB97M-V/def2-TZVPD.

Geometry as XYZ:
```
19
C5H12N2 | the Open Molecules 2025 dataset | ωB97M-V/def2-TZVPD
C 0.0705 0.8440 2.0022
C 0.5869 0.8812 -1.3634
C -1.4667 -0.6054 -1.4615
N 1.4423 -0.8336 1.0548
N 0.5755 -0.4736 2.1833
C -0.1756 -0.2679 -0.7775
C 0.3501 -1.1690 0.1547
H 1.9871 -0.0325 0.7423
H -0.3462 -1.1899 1.3325
H 0.2474 -2.2391 -0.0265
H 0.8608 1.5957 1.8686
H -0.5158 0.8837 1.0258
H -0.5728 1.1151 2.8389
H -0.0663 1.7376 -1.5461
H 1.4081 1.2177 -0.7317
H -2.1719 0.2286 -1.4082
H -1.9355 -1.4904 -1.0318
H -1.2986 -0.7924 -2.5281
H 1.0209 0.5902 -2.3282
```

Summary:
E_LUMO (alpha / beta) (eV): 0.483 / 0.483
ΔE to the lowest compared entry with this formula, charge and spin (kcal/mol): 119.15
Kohn-Sham gap (alpha / beta) (eV): 8.311 / 8.310
Electronic energy (eV): -8354.9695
Spin multiplicity: 1